Record 1
Entry from OMol25: a 9-piece molecular cluster, C21H29BrCl16F13N4O2 overall (wB97M-V/def2-TZVPD).

Output
Largest force on an atom = 0.0145 Eh/bohr
E = -338022.44104 eV

```
! RIJCOSX wB97M-V def2-TZVPD def2/J DEFGRID3
* xyz 1 1
C -0.43 0.57 6.36
O 0.28 1.42 5.48
C 0.65 0.89 4.24
C -0.48 0.14 3.58
N -1.56 0.75 3.14
C -2.33 -0.19 2.59
N -3.50 0.15 2.03
F -4.20 -0.86 1.42
C -4.07 1.45 1.85
O -3.96 1.91 0.51
C -2.73 2.21 0.01
F -2.02 3.00 0.82
F -2.01 1.07 -0.16
F -2.89 2.77 -1.15
N -1.79 -1.42 2.66
C -2.26 -2.74 2.22
C -2.99 -3.54 3.31
C -2.78 -5.04 3.18
Br -4.88 -3.14 3.30
N -0.57 -1.18 3.30
C 0.42 -2.25 3.51
F -0.21 -3.33 3.94
F 1.23 -1.83 4.46
C 1.21 -2.57 2.17
F 0.94 -3.83 1.82
F 0.74 -1.75 1.21
C 2.75 -2.36 2.28
F 3.20 -3.18 3.23
F 2.94 -1.09 2.66
C 3.52 -2.62 0.92
F 4.11 -1.50 0.54
F 4.43 -3.56 1.10
F 2.69 -3.01 -0.03
H -1.47 0.44 6.02
H -0.43 1.05 7.34
H 0.05 -0.41 6.46
H 1.57 0.30 4.30
H 0.84 1.73 3.56
H -3.59 2.12 2.57
H -5.14 1.38 2.04
H -2.89 -2.56 1.34
H -1.39 -3.30 1.87
H -2.64 -3.19 4.29
H -3.05 -5.55 4.11
H -1.74 -5.27 2.94
H -3.42 -5.46 2.39
C -5.62 -4.34 7.58
Cl -6.96 -3.83 6.56
Cl -4.08 -4.44 6.68
H -5.48 -3.61 8.37
H -5.83 -5.32 7.97
C 3.03 2.18 1.22
Cl 3.54 2.47 2.89
Cl 1.30 2.50 0.99
H 3.61 2.83 0.57
H 3.20 1.13 0.99
C 7.01 3.59 1.08
Cl 8.58 3.45 0.30
Cl 5.75 4.15 -0.05
H 6.72 2.61 1.45
H 7.07 4.31 1.88
C -0.13 0.08 -2.85
Cl -0.77 -1.51 -3.30
Cl 0.29 1.07 -4.25
H -0.89 0.60 -2.28
H 0.77 -0.07 -2.26
C -1.22 0.39 -7.73
Cl -2.42 1.43 -8.50
Cl -0.02 -0.20 -8.89
H -0.71 0.96 -6.98
H -1.73 -0.46 -7.30
C 0.75 3.20 -10.71
Cl -0.51 4.21 -11.45
Cl 1.94 2.64 -11.88
H 1.26 3.79 -9.96
H 0.27 2.33 -10.27
C -1.36 7.73 -10.59
Cl -0.84 8.35 -9.02
Cl -3.09 7.99 -10.88
H -0.81 8.26 -11.36
H -1.17 6.67 -10.61
C 5.71 -2.36 -2.48
Cl 5.18 -3.70 -3.50
Cl 5.78 -0.83 -3.35
H 5.00 -2.25 -1.67
H 6.70 -2.59 -2.11
*
```


Record 2
Entry from OMol25: C21H29CaN3O9PS2 as an isolated structure (wB97M-V/def2-TZVPD).

Output
Largest force on an atom = 0.0125 Eh/bohr
E = -94544.30143 eV

```
! RIJCOSX wB97M-V def2-TZVPD def2/J DEFGRID3
* xyz 1 1
Ca -0.10 -0.01 0.40
O 0.02 2.10 4.37
C -0.32 1.69 3.17
O 0.48 1.22 2.37
C -1.77 1.93 2.85
O -2.18 1.15 1.75
C -2.81 -0.09 2.19
C -1.68 -1.01 2.68
O -1.43 -0.99 3.88
O -1.03 -1.60 1.74
H 0.97 1.96 4.51
H -1.87 2.99 2.58
H -2.37 1.75 3.74
H -3.32 -0.49 1.32
H -3.51 0.11 3.00
C -0.74 -4.84 0.29
C -1.91 -3.95 0.04
N -1.89 -2.89 -0.73
C -3.09 -2.22 -0.69
C -4.04 -2.80 0.08
S -3.42 -4.21 0.81
C -3.23 -0.97 -1.45
C -4.31 -0.64 -2.21
S -4.05 0.84 -2.99
C -2.51 0.97 -2.24
N -2.21 -0.03 -1.46
C -1.61 2.12 -2.53
H 0.16 -4.39 -0.13
H -0.89 -5.83 -0.15
H -0.59 -4.96 1.36
H -5.05 -2.45 0.27
H -5.20 -1.23 -2.37
H -1.94 2.67 -3.41
H -0.60 1.75 -2.71
H -1.58 2.82 -1.70
O 0.24 -1.49 -1.50
C 1.42 -2.24 -1.70
C 2.44 -2.03 -0.60
C 3.67 -2.68 -0.67
C 4.59 -2.49 0.34
C 4.26 -1.65 1.40
C 3.03 -1.03 1.39
N 2.13 -1.20 0.40
H -0.55 -2.08 -1.39
H 1.87 -1.96 -2.65
H 1.19 -3.31 -1.77
H 3.88 -3.33 -1.51
H 5.54 -2.98 0.31
H 4.95 -1.48 2.22
H 2.73 -0.36 2.19
C 1.97 2.93 -3.01
O 1.63 3.58 -1.78
P 1.40 2.74 -0.42
O 0.77 3.88 0.52
C -0.51 4.44 0.26
O 2.84 2.74 0.30
C 3.89 1.99 -0.29
H 3.01 3.13 -3.24
H 1.34 3.34 -3.80
H 1.82 1.85 -2.95
H -0.67 5.21 1.01
H -1.30 3.69 0.33
H -0.53 4.91 -0.73
H 4.63 1.81 0.49
H 4.36 2.56 -1.10
H 3.54 1.03 -0.68
*
```


Record 3
Entry from OMol25: C21H29F3NO6S2 as an isolated structure at a distorted geometry (wB97M-V/def2-TZVPD).

Output
Largest force on an atom = 0.0503 Eh/bohr
E = -65846.11850 eV

```
! RIJCOSX wB97M-V def2-TZVPD def2/J DEFGRID3
* xyz -1 1
C -0.22 -2.99 -1.90
C -1.70 -2.87 -1.72
O -1.93 -1.44 -1.60
C -3.25 -1.16 -1.51
C -3.62 0.24 -1.55
C -5.09 0.55 -1.74
C -5.65 -0.26 -2.92
C -7.13 -0.07 -3.18
C -7.96 -0.16 -1.90
C -7.39 0.60 -0.70
C -5.91 0.29 -0.47
C -2.74 1.36 -1.79
O -3.16 2.50 -1.95
O -1.41 1.11 -1.76
C -0.66 2.32 -2.10
C 0.78 1.91 -2.10
O -4.05 -2.09 -1.37
H 0.07 -4.05 -1.90
H 0.04 -2.53 -2.87
H 0.33 -2.46 -1.11
H -2.23 -3.24 -2.62
H -2.05 -3.42 -0.83
H -5.15 1.62 -1.95
H -5.05 0.02 -3.80
H -5.44 -1.31 -2.67
H -7.29 0.90 -3.66
H -7.44 -0.84 -3.91
H -8.98 0.19 -2.11
H -8.05 -1.21 -1.60
H -7.51 1.68 -0.86
H -7.97 0.35 0.21
H -5.74 -0.76 -0.19
H -5.47 0.92 0.31
H -0.97 2.65 -3.11
H -0.84 3.13 -1.38
H 1.42 2.79 -2.18
H 1.05 1.35 -1.19
H 0.95 1.26 -2.96
C 3.16 1.35 5.19
N 3.41 -0.05 5.58
S 4.19 -0.28 7.12
C 5.88 -0.27 6.55
F 6.61 -0.55 7.69
F 6.12 -1.23 5.63
F 6.30 0.93 6.06
S 1.93 -0.91 5.83
C 1.62 -0.81 4.09
C 0.43 -0.24 3.62
C 0.29 -0.15 2.23
C 1.29 -0.64 1.39
C 2.48 -1.19 1.89
C 2.65 -1.26 3.27
O 2.23 -2.29 6.13
O 1.08 -0.11 6.69
H 4.13 1.82 5.02
H 2.55 1.34 4.26
H 2.66 1.88 6.02
H -0.29 0.14 4.34
H -0.62 0.32 1.83
H 1.13 -0.61 0.31
H 3.28 -1.57 1.24
H 3.58 -1.62 3.72
*
```


Record 4
Entry from OMol25: C21H29F9IrNO3P2 as an isolated structure at a distorted geometry (wB97M-V/def2-TZVPD).

Output
Largest force on an atom = 0.0647 Eh/bohr
E = -75739.61520 eV
Expectation value of S² = 8.79

```
! RIJCOSX wB97M-V def2-TZVPD def2/J DEFGRID3
* xyz 1 6
C -0.77 3.84 -1.71
C -0.91 2.59 -1.10
N 0.07 2.16 -0.18
C 1.06 3.00 0.20
C 1.08 4.31 -0.26
C 0.17 4.75 -1.25
C -1.99 1.75 -1.38
P -1.92 -0.06 -0.91
Ir 0.20 0.02 -0.04
P 2.43 0.59 0.24
C 2.23 2.36 0.88
C 0.09 -2.04 0.17
C -1.04 -2.74 0.62
C -1.04 -4.14 0.59
C 0.06 -4.83 0.12
C 1.15 -4.14 -0.38
C 1.14 -2.74 -0.42
O -0.45 1.24 -6.92
O 0.74 -3.05 -4.47
H -1.30 3.97 -2.64
H 1.90 4.91 0.08
H 0.30 5.72 -1.67
C -3.51 0.14 0.03
C -2.39 -1.28 -2.21
H 3.12 2.92 0.65
H 2.12 2.29 1.97
H -0.92 1.54 -6.12
H -2.91 2.14 -1.86
C 3.08 -0.38 1.61
C 3.69 0.61 -1.08
H -1.95 -2.19 0.86
H -1.92 -4.67 0.97
H 0.07 -5.91 0.19
H 1.96 -4.67 -0.86
H 1.86 -2.20 -1.02
H 0.54 0.28 -1.64
H 0.43 -3.78 -5.04
H 1.25 -2.50 -5.03
H 0.41 1.45 -6.51
H 1.21 -0.51 -1.39
H -4.24 0.43 -0.73
H -3.85 -0.73 0.60
H -3.30 0.99 0.69
H -3.25 -0.97 -2.83
H -1.52 -1.50 -2.84
H -2.72 -2.23 -1.77
H 4.62 1.12 -0.85
H 3.91 -0.42 -1.33
H 3.28 1.07 -1.97
H 4.14 -0.14 1.76
H 2.53 -0.25 2.56
H 3.02 -1.44 1.31
F -2.73 1.44 2.76
C -2.28 0.32 3.39
F -2.80 0.33 4.64
F -2.81 -0.75 2.73
C -0.70 0.26 3.31
O -0.19 0.40 2.10
C -0.09 1.49 4.11
F -0.44 1.53 5.41
F 1.28 1.44 4.06
F -0.46 2.64 3.48
C -0.30 -1.12 3.96
F -0.86 -1.37 5.16
F -0.65 -2.13 3.11
F 1.04 -1.17 4.09
*
```


- The highest largest force on an atom belongs to which entry?
  C21H29F9IrNO3P2


- Which of these has the lowest largest force on an atom?
  C21H29CaN3O9PS2